No. 1
{"formula": "C4H7NO", "method": "the ωB97M-V functional and the def2-TZVPD basis", "fmax_ha_per_bohr": 0.04472, "molar_mass_g_mol": 85.11, "e_above_lowest_kj_mol": 262.5, "orbital_gap_ev": 9.99, "total_charge": 0, "smiles": "CC(=O)[C@H]1CN1", "total_energy_ev": -7796.924, "species": ["C", "C", "C", "N", "C", "O", "H", "H", "H", "H", "H", "H", "H"], "xyz": [[0.437, -0.278, -1.011], [0.632, -1.480, 0.256], [-0.693, 1.244, 0.739], [-0.356, -1.414, -0.712], [0.253, 1.058, -0.436], [0.897, 1.998, -0.868], [-1.340, -1.356, -0.480], [1.015, -0.310, -1.930], [0.402, -1.363, 1.311], [1.538, -2.016, 0.021], [-0.250, 0.881, 1.665], [-1.642, 0.730, 0.585], [-0.892, 2.307, 0.860]], "forces_ev_per_a": [[0.4, -0.9, 2.1], [0.6, 1.6, -1.5], [-0.2, 0.2, -0.1], [-1.3, -1.2, -1.1], [0.2, 0.5, 0.4], [-0.3, -0.3, 0.0], [0.3, 0.2, 0.2], [0.2, -0.1, 0.2], [0.1, 0.6, -0.1], [-0.2, -0.5, 0.0], [0.1, -0.1, 0.0], [0.0, -0.1, 0.0], [0.1, 0.0, -0.1]]}


No. 2
{"formula": "C4H7NO", "method": "the ωB97M-V functional and the def2-TZVPD basis", "fmax_ha_per_bohr": 0.02887, "molar_mass_g_mol": 85.11, "e_above_lowest_kj_mol": 325.3, "orbital_gap_ev": 10.71, "total_charge": 0, "smiles": "N#CC1CC1.O", "total_energy_ev": -7796.273, "species": ["O", "C", "C", "C", "C", "N", "H", "H", "H", "H", "H", "H", "H"], "xyz": [[-0.004, -0.544, 2.219], [-0.324, -0.870, -0.203], [-1.011, 0.165, -0.961], [0.104, 0.816, -0.203], [1.343, 1.031, -0.920], [2.333, 1.125, -1.517], [0.720, -1.175, 2.266], [-0.920, -1.534, 0.442], [0.553, -1.383, -0.583], [-1.962, 0.418, -0.498], [-0.982, 0.155, -2.032], [0.312, 0.104, 1.569], [-0.162, 1.691, 0.421]], "forces_ev_per_a": [[0.4, 0.3, 1.4], [0.3, 0.5, -0.4], [-0.4, 0.0, -0.8], [-0.2, -0.6, -0.2], [0.7, -0.3, -0.5], [-1.0, 0.0, 0.7], [0.0, -0.1, 0.2], [0.6, 1.2, 0.3], [-0.2, 0.2, -0.5], [-0.1, -0.1, -0.4], [-0.2, 0.2, -0.5], [-0.1, -0.4, 0.5], [0.1, -1.1, 0.2]]}


No. 3
{"formula": "C4H7NO", "method": "the ωB97M-V functional and the def2-TZVPD basis", "fmax_ha_per_bohr": 0.05603, "molar_mass_g_mol": 85.11, "e_above_lowest_kj_mol": 273.4, "orbital_gap_ev": 10.53, "total_charge": 0, "smiles": "C[C@H]1CC(=O)N1", "total_energy_ev": -7796.810, "species": ["C", "C", "C", "C", "O", "N", "H", "H", "H", "H", "H", "H", "H"], "xyz": [[-1.546, -0.356, 0.385], [-0.285, -0.192, -0.427], [0.614, 1.010, -0.208], [1.747, 0.113, 0.242], [2.835, 0.319, 0.714], [1.028, -1.098, 0.170], [-2.112, -1.261, 0.126], [-1.269, -0.410, 1.438], [-2.216, 0.501, 0.234], [-0.525, -0.336, -1.512], [0.861, 1.586, -1.095], [0.229, 1.646, 0.585], [0.639, -1.522, -0.653]], "forces_ev_per_a": [[0.1, 0.1, 0.2], [0.0, 0.4, 0.6], [0.1, 0.6, 0.0], [0.2, 0.1, 0.0], [-0.8, -0.3, -0.5], [-2.6, 0.6, -0.1], [0.3, 0.2, 0.0], [-0.2, 0.0, 0.1], [0.1, -0.1, 0.0], [0.6, -0.4, 0.8], [-0.1, 0.2, 0.0], [0.2, 0.3, 0.0], [2.1, -1.7, -1.1]]}


No. 4
{"formula": "C4H7NO", "method": "the ωB97M-V functional and the def2-TZVPD basis", "fmax_ha_per_bohr": 0.01240, "molar_mass_g_mol": 85.11, "e_above_lowest_kj_mol": 512.1, "orbital_gap_ev": 7.07, "total_charge": 0, "total_energy_ev": -7794.337, "species": ["O", "C", "N", "C", "C", "C", "H", "H", "H", "H", "H", "H", "H"], "xyz": [[2.144, 1.262, -1.169], [1.696, 0.189, -0.887], [0.296, -0.013, -0.596], [-0.634, 0.988, 0.068], [-1.555, -0.228, 0.194], [-0.269, -1.031, 0.377], [2.274, -0.751, -0.866], [-0.091, 1.337, 0.972], [-0.865, 1.841, -0.576], [-2.294, -0.241, 0.995], [-0.372, -0.251, -1.384], [-0.164, -2.063, 0.024], [0.316, -0.892, 1.314]], "forces_ev_per_a": [[-0.2, -0.6, 0.2], [0.2, 0.4, -0.1], [0.1, 0.1, -0.2], [0.0, 0.3, -0.1], [-0.2, 0.0, 0.5], [0.2, -0.3, -0.1], [0.0, 0.1, 0.0], [-0.1, -0.1, -0.1], [0.0, -0.2, 0.1], [0.1, 0.0, 0.0], [0.3, 0.0, -0.2], [-0.1, 0.2, 0.1], [-0.2, 0.0, -0.1]]}


No. 5
{"formula": "C4H7NO", "method": "the ωB97M-V functional and the def2-TZVPD basis", "fmax_ha_per_bohr": 0.02174, "molar_mass_g_mol": 85.11, "e_above_lowest_kj_mol": 331.3, "orbital_gap_ev": 9.88, "total_charge": 0, "smiles": "C[C@H]1CN1C=O", "total_energy_ev": -7796.210, "species": ["C", "C", "C", "N", "C", "O", "H", "H", "H", "H", "H", "H", "H"], "xyz": [[-1.650, -0.265, 0.696], [-0.407, -0.619, -0.124], [0.512, 0.310, -1.474], [0.645, 0.285, -0.107], [1.721, 0.444, 0.710], [2.756, 0.965, 0.368], [-1.386, 0.170, 1.682], [-2.282, -1.144, 0.882], [-2.254, 0.486, 0.178], [-0.297, -1.634, -0.490], [1.420, 0.100, -2.083], [-0.281, 0.870, -1.951], [1.501, 0.031, 1.711]], "forces_ev_per_a": [[0.1, 0.0, -0.5], [-0.2, 0.0, -0.5], [-0.6, -0.2, 0.0], [0.1, 0.3, 0.2], [0.4, 0.1, 0.0], [-0.3, -0.1, 0.2], [0.2, -0.2, -0.6], [0.2, 0.2, -0.2], [-0.1, 0.0, 0.1], [0.6, 0.0, 0.6], [-0.9, -0.5, 0.4], [0.2, 0.6, 0.3], [0.3, 0.1, 0.0]]}


No. 6
{"formula": "C4H7NO", "method": "the ωB97M-V functional and the def2-TZVPD basis", "fmax_ha_per_bohr": 0.02246, "molar_mass_g_mol": 85.11, "e_above_lowest_kj_mol": 219.0, "orbital_gap_ev": 10.77, "total_charge": 0, "smiles": "CCC(=O)C#N.[H][H]", "total_energy_ev": -7797.375, "species": ["C", "C", "C", "O", "C", "N", "H", "H", "H", "H", "H", "H", "H"], "xyz": [[-0.352, -0.455, -1.333], [-0.817, -0.690, 0.104], [0.077, -0.134, 1.186], [-0.310, 0.331, 2.229], [1.541, -0.229, 0.937], [2.682, -0.305, 0.764], [-0.989, -1.018, -2.020], [-0.415, 0.601, -1.611], [0.680, -0.788, -1.489], [-0.881, -1.768, 0.305], [-1.812, -0.274, 0.288], [0.418, 2.340, -0.060], [0.120, 2.438, 0.615]], "forces_ev_per_a": [[0.0, 0.0, -0.1], [-0.1, 0.0, 0.0], [-0.3, 0.1, 0.4], [0.2, -0.2, -0.5], [1.1, -0.1, -0.1], [-1.1, 0.1, 0.1], [0.1, 0.1, 0.1], [0.0, -0.1, 0.1], [-0.1, 0.0, 0.0], [0.0, 0.1, 0.0], [0.1, -0.1, 0.0], [0.0, 0.1, 0.0], [0.0, 0.1, -0.1]]}


No. 7
{"formula": "C4H7NO", "method": "the ωB97M-V functional and the def2-TZVPD basis", "fmax_ha_per_bohr": 0.01525, "molar_mass_g_mol": 85.11, "e_above_lowest_kj_mol": 47.5, "orbital_gap_ev": 11.12, "total_charge": 0, "smiles": "CC(C)N=C=O", "total_energy_ev": -7799.152, "species": ["C", "C", "C", "N", "C", "O", "H", "H", "H", "H", "H", "H", "H"], "xyz": [[0.602, -1.520, -0.231], [-0.039, -0.286, 0.398], [0.704, 1.026, 0.145], [-1.407, -0.142, -0.115], [-1.999, 0.903, -0.278], [-2.628, 1.877, -0.465], [-0.048, -2.389, -0.090], [1.570, -1.738, 0.231], [0.752, -1.383, -1.307], [-0.116, -0.458, 1.480], [1.633, 1.122, 0.709], [0.921, 1.130, -0.924], [0.056, 1.858, 0.446]], "forces_ev_per_a": [[0.0, 0.0, 0.0], [0.2, 0.0, 0.1], [0.0, 0.0, 0.0], [-0.4, 0.5, -0.1], [-0.2, 0.1, -0.1], [0.3, -0.7, 0.1], [0.1, 0.1, 0.0], [-0.1, 0.1, -0.1], [0.0, 0.0, 0.1], [0.0, 0.0, -0.1], [0.0, -0.2, -0.1], [0.0, 0.0, 0.2], [0.2, 0.0, 0.0]]}


No. 8
{"formula": "C4H7NO", "method": "the ωB97M-V functional and the def2-TZVPD basis", "fmax_ha_per_bohr": 0.00609, "molar_mass_g_mol": 85.11, "e_above_lowest_kj_mol": 400.2, "orbital_gap_ev": 8.67, "total_charge": 0, "total_energy_ev": -7795.497, "species": ["C", "C", "C", "N", "C", "O", "H", "H", "H", "H", "H", "H", "H"], "xyz": [[1.737, 0.090, 0.491], [0.693, 0.146, -0.562], [-1.107, -1.027, -0.123], [-1.553, 0.318, -0.247], [-0.421, 1.092, -0.415], [-0.329, 2.304, -0.483], [2.193, 1.090, 0.417], [1.379, -0.001, 1.527], [2.522, -0.644, 0.295], [-0.040, -1.021, -0.732], [-0.942, -1.370, 0.903], [-1.676, -1.758, -0.706], [-2.472, 0.596, -0.560]], "forces_ev_per_a": [[0.0, -0.1, 0.0], [0.0, 0.1, 0.1], [-0.1, -0.1, 0.1], [0.0, 0.2, -0.1], [0.1, 0.1, -0.1], [-0.1, -0.3, 0.0], [-0.1, -0.1, 0.0], [0.0, 0.0, -0.2], [-0.1, 0.1, 0.0], [0.0, -0.1, 0.0], [0.0, 0.1, -0.2], [0.1, 0.1, 0.1], [0.1, 0.0, 0.1]]}


No. 9
{"formula": "C4H7NO", "method": "the ωB97M-V functional and the def2-TZVPD basis", "fmax_ha_per_bohr": 0.02204, "molar_mass_g_mol": 85.11, "e_above_lowest_kj_mol": 170.8, "orbital_gap_ev": 11.17, "total_charge": 0, "smiles": "COCCC#N", "total_energy_ev": -7797.874, "species": ["C", "O", "C", "C", "C", "N", "H", "H", "H", "H", "H", "H", "H"], "xyz": [[1.738, 0.120, 0.449], [1.085, -0.355, -0.711], [-0.153, 0.269, -0.977], [-1.225, -0.568, -0.243], [-1.869, 0.073, 0.904], [-2.340, 0.570, 1.837], [2.335, 1.000, 0.184], [1.045, 0.382, 1.263], [2.404, -0.670, 0.811], [-0.152, 1.324, -0.668], [-0.301, 0.226, -2.060], [-0.578, -1.375, 0.112], [-1.988, -0.997, -0.902]], "forces_ev_per_a": [[0.2, 0.1, 0.2], [0.2, 0.2, -0.3], [-0.1, 0.1, -0.1], [0.1, -0.1, 0.0], [-0.3, 0.4, 0.8], [0.4, -0.4, -1.0], [0.0, 0.0, 0.2], [0.1, -0.1, -0.2], [-0.1, 0.2, -0.1], [0.0, -0.2, 0.0], [0.0, 0.0, 0.2], [-0.6, -0.3, 0.2], [0.2, 0.2, 0.1]]}


No. 10
{"formula": "C4H7NO2", "method": "the ωB97M-V functional and the def2-TZVPD basis", "fmax_ha_per_bohr": 0.09806, "molar_mass_g_mol": 101.10, "e_above_lowest_kj_mol": 176.9, "orbital_gap_ev": [3.82, 7.03], "total_charge": -1, "s_squared": 0.75, "spin_multiplicity": 2, "total_energy_ev": -9844.361, "species": ["C", "N", "C", "C", "C", "O", "O", "H", "H", "H", "H", "H", "H", "H"], "xyz": [[-1.273, 0.016, 1.286], [-0.284, -0.213, 0.453], [-0.071, -1.492, -0.272], [0.701, 0.796, 0.231], [0.569, 1.223, -1.231], [-0.578, 1.070, -1.829], [-1.306, 0.974, 1.982], [-1.937, -0.820, 1.295], [-0.168, -1.398, -1.391], [0.991, -1.935, -0.073], [-0.625, -2.279, 0.100], [1.823, 0.370, 0.214], [0.801, 1.637, 0.837], [1.355, 2.051, -1.603]], "forces_ev_per_a": [[1.1, -1.7, -1.0], [2.0, -1.8, -0.8], [2.8, 1.4, -1.0], [3.6, -1.2, -3.3], [0.4, 1.1, -1.6], [0.5, 0.4, 0.1], [-1.3, 2.6, 2.3], [-1.3, -0.8, 0.3], [-0.1, 0.2, 1.3], [-1.3, 1.3, -0.3], [-2.0, -1.3, 0.8], [-2.0, 0.2, 0.7], [-0.9, 0.9, 1.8], [-1.3, -1.3, 0.8]]}


No. 11
{"formula": "C4H7NO2", "method": "the ωB97M-V functional and the def2-TZVPD basis", "fmax_ha_per_bohr": 0.01127, "molar_mass_g_mol": 101.10, "e_above_lowest_kj_mol": 60.4, "orbital_gap_ev": 10.75, "total_charge": 0, "smiles": "C[C@@H](C=O)C(N)=O", "total_energy_ev": -9846.653, "species": ["C", "C", "C", "O", "C", "O", "N", "H", "H", "H", "H", "H", "H", "H"], "xyz": [[-0.955, -1.076, 0.620], [-0.405, 0.034, -0.281], [-1.178, 1.336, -0.119], [-2.214, 1.437, 0.487], [1.044, 0.220, 0.170], [1.293, 0.524, 1.323], [2.020, -0.082, -0.723], [-0.411, -1.004, 1.565], [-2.015, -0.933, 0.834], [-0.791, -2.062, 0.177], [-0.462, -0.216, -1.354], [-0.740, 2.214, -0.639], [1.853, -0.254, -1.700], [2.959, -0.137, -0.361]], "forces_ev_per_a": [[-0.1, -0.1, 0.0], [0.0, 0.0, 0.1], [-0.3, 0.1, 0.2], [0.5, 0.0, -0.3], [0.1, 0.1, 0.2], [0.0, 0.1, -0.4], [0.1, 0.0, 0.0], [-0.3, -0.2, 0.0], [0.1, 0.0, -0.2], [0.0, 0.1, 0.1], [0.0, 0.0, 0.2], [0.0, -0.1, 0.1], [-0.1, -0.1, 0.2], [0.0, 0.1, -0.2]]}


No. 12
{"formula": "C4H7NO2", "method": "the ωB97M-V functional and the def2-TZVPD basis", "fmax_ha_per_bohr": 0.01095, "molar_mass_g_mol": 101.10, "e_above_lowest_kj_mol": 358.6, "orbital_gap_ev": 10.76, "total_charge": 0, "smiles": "C/C(=N\\O)[C@H]1CO1", "total_energy_ev": -9843.564, "species": ["C", "C", "N", "O", "C", "C", "O", "H", "H", "H", "H", "H", "H", "H"], "xyz": [[-1.305, -1.224, -0.089], [-0.391, -0.034, -0.130], [-0.636, 1.129, 0.339], [-1.890, 1.266, 0.893], [0.974, -0.048, -0.748], [2.056, 0.453, 0.085], [1.966, -0.931, -0.249], [-2.246, -1.020, -0.610], [-0.828, -2.101, -0.535], [-1.561, -1.460, 0.950], [-1.846, 2.177, 1.213], [1.017, 0.100, -1.829], [2.855, 1.043, -0.355], [1.824, 0.670, 1.126]], "forces_ev_per_a": [[0.0, 0.0, 0.0], [0.0, 0.3, 0.1], [0.3, -0.4, -0.2], [-0.3, 0.1, 0.2], [-0.1, 0.2, -0.1], [0.2, 0.3, 0.1], [0.0, -0.2, 0.1], [0.1, 0.0, 0.1], [0.0, 0.2, 0.1], [0.0, 0.1, -0.1], [-0.3, -0.2, 0.0], [0.0, 0.0, 0.2], [0.1, -0.3, 0.0], [0.1, 0.1, -0.2]]}